Here is a molecular structure, C39H60AsF6GeN4OsP3 at a distorted geometry from the OMol25 dataset. Energies are from wB97M-V/def2-TZVPD.

Positions of all 115 atoms, in Å:
Os1 0.2512 0.1191 0.0797
C1 -1.8548 3.1602 -3.8482
C2 -0.7876 2.1843 -3.3527
C3 0.5961 2.7540 -3.6596
P1 -1.0441 1.6995 -1.5443
C4 -1.2139 3.3837 -0.7375
N1 -0.4536 3.5837 0.4535
Ge1 0.9726 2.2172 1.0683
N2 1.4512 1.6721 3.0367
C5 1.2853 0.3200 3.4655
P2 0.1881 -0.6865 2.3535
C6 0.6564 -2.4735 2.5727
C7 1.2072 -2.7975 3.9554
C8 1.6399 -2.8913 1.4872
C9 -1.5166 -0.4126 3.0422
C10 -1.7785 -1.2149 4.3142
C11 -1.7912 1.0716 3.2646
C12 2.1480 2.5554 3.7756
C13 2.7930 2.2710 5.0019
C14 3.5748 3.2223 5.6135
C15 3.7461 4.4826 5.0375
C16 3.0931 4.8004 3.8439
C17 2.2820 3.8676 3.2355
N3 1.4777 4.1397 2.0748
C18 0.2005 4.7213 2.3865
C19 -0.0827 5.4799 3.4994
C20 -1.3305 6.0952 3.6138
C21 -2.2715 5.9777 2.5883
C22 -2.0075 5.2106 1.4764
C23 -0.7866 4.5064 1.3766
C24 2.1767 4.9037 1.0622
C25 2.2732 6.2794 1.0938
C26 3.0340 6.9456 0.1326
C27 3.6820 6.2240 -0.8682
C28 3.5485 4.8548 -0.9462
C29 2.7708 4.1600 0.0035
N4 2.4716 2.8367 -0.0402
C30 2.9412 1.9728 -1.0863
P3 2.5490 0.1656 -0.7312
C31 2.5028 -0.8323 -2.3040
C32 3.5138 -0.3293 -3.3301
C33 1.1044 -0.9841 -2.8950
C34 4.2293 -0.2817 0.0126
C35 4.3364 0.2000 1.4526
C36 4.6855 -1.7215 -0.1584
C37 -2.8394 1.1525 -1.5386
C38 -3.3680 0.8447 -0.1450
C39 -3.0313 -0.0134 -2.4936
H1 -1.7148 3.2706 -4.9227
H2 -1.7616 4.1528 -3.4151
H3 -2.8688 2.8029 -3.7079
H4 -0.9075 1.2474 -3.9077
H5 0.8797 3.5579 -2.9810
H6 0.5750 3.1739 -4.6639
H7 1.3632 1.9825 -3.6664
H8 -2.2808 3.5717 -0.5662
H9 -0.8764 4.1180 -1.4822
H10 0.8273 0.2864 4.4613
H11 2.2519 -0.1945 3.5272
H12 -0.2855 -3.0066 2.4202
H13 2.2277 -2.4467 4.0933
H14 1.2316 -3.8832 4.0483
H15 0.5878 -2.4272 4.7662
H16 2.6098 -2.4366 1.6716
H17 1.2812 -2.6228 0.4888
H18 1.7644 -3.9718 1.5108
H19 -2.1899 -0.7989 2.2705
H20 -1.1370 -0.9187 5.1416
H21 -1.6990 -2.2854 4.1456
H22 -2.8063 -1.0244 4.6206
H23 -1.2814 1.4450 4.1500
H24 -2.8580 1.2103 3.4257
H25 -1.4906 1.6802 2.4043
H26 2.6826 1.3046 5.4664
H27 4.0606 2.9934 6.5488
H28 4.3655 5.2216 5.5227
H29 3.2139 5.7856 3.4174
H30 0.6511 5.6246 4.2776
H31 -1.5563 6.6922 4.4830
H32 -3.2225 6.4841 2.6720
H33 -2.7548 5.1391 0.7037
H34 1.7702 6.8471 1.8652
H35 3.1313 8.0210 0.1773
H36 4.2922 6.7448 -1.5921
H37 4.0443 4.3244 -1.7435
H38 4.0258 2.0734 -1.2081
H39 2.4747 2.2351 -2.0427
H40 2.8144 -1.8267 -1.9599
H41 3.2382 0.6295 -3.7605
H42 3.5544 -1.0474 -4.1473
H43 4.5174 -0.2528 -2.9199
H44 0.7032 -0.0397 -3.2498
H45 0.4060 -1.4466 -2.1917
H46 1.1627 -1.6494 -3.7540
H47 4.9069 0.3301 -0.5971
H48 3.8567 -0.5019 2.1271
H49 3.8939 1.1904 1.5858
H50 5.3850 0.2629 1.7375
H51 4.0216 -2.4504 0.2889
H52 5.6542 -1.8229 0.3293
H53 4.8388 -1.9810 -1.2011
H54 -3.3781 2.0342 -1.9155
H55 -2.9670 -0.0972 0.2281
H56 -4.4504 0.7236 -0.2022
H57 -3.1573 1.6403 0.5711
H58 -2.4754 -0.8969 -2.1724
H59 -2.7415 0.2292 -3.5101
H60 -4.0872 -0.2833 -2.5180
F1 -1.0807 -1.3249 -0.1397
As1 -3.2547 -3.1479 0.0535
F2 -3.7143 -2.0664 1.3764
F3 -1.8687 -3.5108 1.0719
F4 -4.0910 -4.5237 0.2961
F5 -2.2342 -3.3721 -1.3155
F6 -4.3039 -2.1834 -0.9055

Calculated values
- E_LUMO (alpha / beta): -11.2 / -13.6 eV
- Total charge: +4
- HOMO-LUMO gap (alpha / beta): 7.7 / 5.7 eV
- Multiplicity: 5
- E_HOMO (alpha / beta): -18.922 / -19.309 eV
- ΔE to the lowest compared entry with this formula, charge and spin: 0.4114 eV
- Calculated total energy: -211335.532 eV
- <S²>: 6.11